A structure of composition C25H29ClF6N3O2SiTi, computed with ωB97M-V/def2-TZVPD.

The geometry in ORCA input format:
```
! wB97M-V def2-TZVPD RIJCOSX def2/J DEFGRID3
* xyz 1 1
Ti -0.039 0.345 -0.999
C 3.978 -0.145 2.447
C 2.502 -0.057 2.155
C 1.640 -1.109 2.474
C 0.268 -0.973 2.361
C -0.277 0.220 1.902
C 0.566 1.246 1.478
C 1.949 1.103 1.625
H 4.264 0.620 3.172
H 4.574 0.021 1.551
H 4.243 -1.118 2.862
H 2.055 -2.029 2.872
H -0.384 -1.777 2.684
H -1.336 0.393 1.972
H 0.159 2.220 1.229
H 2.590 1.943 1.396
C 3.966 0.538 -1.205
Si 3.020 -1.028 -1.537
C 3.819 -2.393 -0.534
C 3.140 -1.330 -3.363
N 1.244 -1.038 -1.066
C 0.616 -2.319 -1.162
C 1.158 -3.476 -1.732
C 0.431 -4.654 -1.823
C -0.873 -4.732 -1.357
C -1.450 -3.607 -0.792
C -0.687 -2.478 -0.717
F -1.267 -1.336 -0.187
H 4.992 0.232 -0.981
H 3.608 1.147 -0.381
H 3.991 1.167 -2.095
H 4.698 -2.002 -0.018
H 4.156 -3.211 -1.178
H 3.146 -2.821 0.215
H 4.181 -1.154 -3.658
H 2.514 -0.628 -3.917
H 2.871 -2.339 -3.677
H 2.166 -3.466 -2.116
H 0.897 -5.520 -2.274
H -1.437 -5.651 -1.438
H -2.467 -3.598 -0.421
O -3.352 1.873 3.863
C -4.623 2.346 3.449
N -5.467 1.325 2.880
C -5.180 0.652 1.726
O -5.656 -0.427 1.450
C -4.262 1.343 0.757
C -4.562 2.554 0.151
C -3.685 3.051 -0.798
C -2.528 2.348 -1.067
N -2.205 1.204 -0.443
C -3.090 0.704 0.421
H -3.447 1.360 4.673
H -4.413 3.110 2.708
H -5.173 2.805 4.268
H -6.071 0.809 3.503
H -5.477 3.081 0.397
H -3.889 3.968 -1.335
H -1.858 2.697 -1.832
H -2.876 -0.263 0.854
F 1.690 1.343 -2.633
C 0.888 2.093 -1.780
F 1.720 2.652 -0.850
C 0.427 3.297 -2.629
F -0.443 2.942 -3.572
F 1.479 3.861 -3.207
F -0.153 4.202 -1.829
Cl -0.978 -0.137 -2.895
*
```

The calculation puts the energy relative to the best compared isomer or geometry (same formula, charge and spin) at 0.295 eV. For the highest occupied orbital energy, the calculation gives -11.567 eV. The value obtained for the HOMO-LUMO gap is 7.32 eV.

A cluster of 2 separate species, C4H9NO in total, computed with ωB97M-V/def2-TZVPD.

The geometry in ORCA input format:
```
! wB97M-V def2-TZVPD RIJCOSX def2/J DEFGRID3
* xyz -1 2
C 1.732 1.690 -1.310
C 0.047 0.078 -1.747
N 1.340 0.350 -1.679
H 2.351 1.549 -0.400
H 2.288 2.182 -2.122
H 0.941 2.396 -0.976
H -0.172 -0.868 -2.264
H -0.815 0.709 -1.475
O -1.587 -2.538 2.838
C -0.877 -1.726 2.273
C -1.305 -0.656 1.346
H 0.216 -1.969 2.357
H -0.625 -0.752 0.476
H -2.339 -0.832 1.037
H -1.194 0.387 1.646
*
```

The calculation puts the energy relative to the best compared isomer or geometry (same formula, charge and spin) at 1.219 eV. For the highest occupied orbital energy (alpha / beta), the calculation gives 0.723 / -3.781 eV. The value obtained for the HOMO-LUMO gap (alpha / beta) is 3.21 / 7.58 eV.

A structure of composition C33H48F3N6OS4Si4SnTe, computed with ωB97M-V/def2-TZVPD.

The geometry in ORCA input format:
```
! wB97M-V def2-TZVPD RIJCOSX def2/J DEFGRID3
* xyz -1 1
Sn -0.641 0.415 1.512
F 0.038 6.371 2.645
C -0.925 6.225 1.705
F -1.585 7.415 1.670
F -0.309 6.113 0.517
C -1.859 5.101 2.022
C -3.179 5.383 2.316
C -4.044 4.358 2.670
C -3.524 3.080 2.749
N -2.254 2.794 2.477
C -1.386 3.759 2.084
S 0.204 3.284 1.695
H -3.528 6.406 2.266
H -5.084 4.546 2.895
H -4.130 2.227 3.037
N -0.109 -3.363 0.441
C 0.664 -3.051 1.495
N 0.601 -1.946 2.173
C 1.583 -1.873 3.133
C 2.399 -2.954 3.214
S 1.957 -4.125 2.022
C 1.662 -0.683 3.976
C 2.673 -0.385 4.828
S 2.336 1.087 5.666
C 0.818 1.200 4.799
N 0.634 0.240 3.938
N -0.105 2.120 5.143
H -0.875 -2.739 0.192
H -0.080 -4.293 0.071
H 3.223 -3.137 3.881
H 3.585 -0.922 5.021
H 0.225 3.000 5.498
H -0.892 2.162 4.507
O -2.304 -1.860 -0.141
C -3.256 -1.329 -1.014
C -3.378 0.185 -1.090
C -4.300 0.695 -2.004
C -4.411 2.060 -2.174
C -3.571 2.893 -1.449
C -2.676 2.307 -0.578
N -2.595 0.989 -0.372
H -2.688 -1.838 0.783
H -4.253 -1.733 -0.791
H -2.989 -1.672 -2.019
H -4.914 0.017 -2.585
H -5.128 2.468 -2.875
H -3.606 3.967 -1.566
H -1.971 2.914 -0.025
S -3.374 -0.797 2.741
C -3.688 -1.706 4.194
C -4.226 -2.999 4.133
C -4.567 -3.685 5.287
C -4.370 -3.108 6.535
C -3.805 -1.842 6.609
C -3.467 -1.148 5.459
H -4.380 -3.448 3.160
H -4.994 -4.679 5.213
H -4.648 -3.635 7.439
H -3.626 -1.390 7.579
H -3.029 -0.160 5.528
C 4.737 -1.503 -0.497
Si 4.503 -0.364 -1.996
C 4.857 1.409 -1.428
C 5.822 -0.832 -3.287
Si 2.285 -0.538 -2.744
Te 0.813 0.012 -0.713
Si 1.817 -2.718 -3.486
C -0.041 -2.965 -3.786
C 2.332 -3.995 -2.176
C 2.701 -3.207 -5.102
Si 1.761 1.014 -4.427
C -0.029 0.764 -5.013
C 1.894 2.784 -3.765
C 2.849 0.923 -5.988
H 5.681 -1.324 0.023
H 4.704 -2.555 -0.788
H 3.921 -1.331 0.210
H 5.784 1.486 -0.856
H 4.038 1.752 -0.791
H 4.925 2.093 -2.277
H 6.834 -0.711 -2.895
H 5.729 -0.207 -4.178
H 5.705 -1.873 -3.600
H -0.598 -2.611 -2.913
H -0.302 -4.012 -3.957
H -0.381 -2.388 -4.649
H 2.002 -3.660 -1.190
H 3.419 -4.105 -2.143
H 1.902 -4.982 -2.364
H 2.386 -2.565 -5.928
H 2.491 -4.241 -5.383
H 3.784 -3.101 -5.000
H -0.690 0.668 -4.147
H -0.126 -0.146 -5.610
H -0.383 1.602 -5.617
H 1.375 2.856 -2.806
H 1.454 3.516 -4.446
H 2.936 3.064 -3.596
H 2.789 -0.064 -6.452
H 3.898 1.111 -5.745
H 2.540 1.662 -6.730
*
```

For the highest occupied orbital energy, the calculation gives -4.058 eV. The value obtained for the HOMO-LUMO gap is 6.23 eV.

A structure of composition C31H43F2N3O5S3SbSiSn, computed with ωB97M-V/def2-TZVPD.

The geometry in ORCA input format:
```
! wB97M-V def2-TZVPD RIJCOSX def2/J DEFGRID3
* xyz -2 2
Sn 0.046 -0.059 -0.294
S 3.817 3.570 -0.553
Sb 3.666 1.277 -0.731
S 3.662 0.259 1.337
S 1.722 0.692 -2.069
F -4.885 -1.904 -1.871
C -3.567 -2.239 -1.815
C -2.628 -1.275 -1.530
C -1.268 -1.603 -1.462
C -0.898 -2.942 -1.703
C -1.895 -3.874 -1.973
F -1.592 -5.196 -2.150
C -3.237 -3.561 -2.036
C 0.543 -3.316 -1.606
C 1.127 -4.375 -2.309
C 2.468 -4.655 -2.114
C 3.207 -3.869 -1.242
C 2.563 -2.811 -0.617
N 1.271 -2.544 -0.798
H -2.949 -0.252 -1.346
H -3.985 -4.319 -2.222
H 0.542 -4.955 -3.005
H 2.932 -5.478 -2.646
H 4.256 -4.059 -1.051
H 3.089 -2.146 0.065
C -2.361 -1.304 4.236
C -2.614 -0.461 3.002
O -2.838 -0.959 1.918
N -2.641 0.885 3.234
C -2.631 1.869 2.160
C -1.390 2.728 2.231
C -1.488 4.101 2.417
C -0.323 4.855 2.489
C 0.894 4.211 2.373
C 0.896 2.829 2.205
N -0.215 2.100 2.149
H -2.152 -2.323 3.921
H -3.247 -1.296 4.874
H -1.512 -0.922 4.809
H -2.321 1.207 4.131
H -3.514 2.509 2.221
H -2.647 1.333 1.208
H -2.464 4.570 2.472
H -0.372 5.930 2.615
H 1.834 4.748 2.388
H 1.832 2.282 2.105
C -5.061 3.940 -2.670
C -4.549 3.438 -1.320
C -4.972 4.402 -0.218
C -5.105 2.043 -1.028
O -3.135 3.437 -1.311
Si -2.014 2.427 -2.040
O -1.346 1.527 -0.929
O -0.962 3.401 -2.868
C -0.143 4.478 -2.412
C -0.937 5.773 -2.575
C 0.268 4.283 -0.955
C 1.093 4.481 -3.297
O -2.856 1.659 -3.249
C -2.417 1.125 -4.500
C -2.431 2.248 -5.537
C -1.021 0.519 -4.392
C -3.428 0.051 -4.875
H -6.155 3.990 -2.677
H -4.726 3.264 -3.459
H -4.655 4.935 -2.872
H -6.063 4.470 -0.158
H -4.562 5.397 -0.413
H -4.586 4.054 0.744
H -6.194 2.075 -0.925
H -4.671 1.655 -0.102
H -4.847 1.352 -1.835
H -1.861 5.704 -1.994
H -1.200 5.918 -3.628
H -0.354 6.633 -2.230
H -0.614 4.291 -0.305
H 0.957 5.071 -0.643
H 0.767 3.318 -0.835
H 0.806 4.617 -4.345
H 1.615 3.527 -3.193
H 1.776 5.284 -3.005
H -1.812 3.073 -5.179
H -3.452 2.613 -5.685
H -2.038 1.892 -6.494
H -0.283 1.285 -4.137
H -0.734 0.055 -5.339
H -0.996 -0.239 -3.605
H -4.433 0.480 -4.921
H -3.421 -0.742 -4.125
H -3.179 -0.381 -5.849
*
```

The calculation puts the energy relative to the best compared isomer or geometry (same formula, charge and spin) at 0.000 eV. For the highest occupied orbital energy (alpha / beta), the calculation gives -1.322 / -1.488 eV. The value obtained for the HOMO-LUMO gap (alpha / beta) is 5.61 / 5.58 eV.

A cluster of 2 separate species, C4H10NOS in total, computed with ωB97M-V/def2-TZVPD.

The geometry in ORCA input format:
```
! wB97M-V def2-TZVPD RIJCOSX def2/J DEFGRID3
* xyz 1 1
C -0.468 0.928 -0.835
C -1.122 0.967 -2.190
C -1.759 -1.005 -0.776
C 2.205 -0.296 2.020
N -0.916 -0.249 -0.099
O 0.783 -0.702 2.111
S -2.195 -0.533 -2.295
H 0.703 0.776 -0.731
H -0.781 1.818 -0.342
H -1.791 1.854 -2.215
H -0.508 1.082 -3.063
H -2.138 -1.915 -0.516
H 2.761 -0.964 2.746
H 2.261 0.795 2.527
H 2.411 -0.359 0.934
H -0.338 -0.500 0.669
H 0.891 -1.697 2.054
*
```

The calculation puts the energy relative to the best compared isomer or geometry (same formula, charge and spin) at 2.109 eV. For the highest occupied orbital energy, the calculation gives -14.249 eV. The value obtained for the HOMO-LUMO gap is 9.91 eV.

A structure of composition C29H42BGaN13Te, computed with ωB97M-V/def2-TZVPD.

The geometry in ORCA input format:
```
! wB97M-V def2-TZVPD RIJCOSX def2/J DEFGRID3
* xyz 2 2
Ga -0.982 -0.034 -0.172
C 1.284 -1.136 2.559
C 1.692 -1.154 1.124
C 2.960 -1.472 0.650
C 2.860 -1.403 -0.720
N 1.599 -1.104 -1.055
N 0.874 -0.911 0.086
B 0.903 -1.007 -2.451
N -0.429 -1.810 -2.389
C -0.731 -2.880 -3.134
C -1.902 -3.424 -2.657
C -2.276 -2.622 -1.580
C -3.502 -2.830 -0.753
N -1.369 -1.640 -1.417
N 0.553 0.485 -2.655
C 1.005 1.368 -3.546
C 0.473 2.605 -3.239
C -0.320 2.404 -2.115
C -1.094 3.473 -1.414
N -0.258 1.104 -1.752
N 1.712 -1.543 -3.597
C 2.579 -2.590 -3.721
C 2.778 -2.817 -5.053
C 1.966 -1.864 -5.712
C 1.779 -1.669 -7.181
N 1.319 -1.118 -4.836
H 1.477 -2.112 3.004
H 0.230 -0.897 2.691
H 1.857 -0.395 3.114
H 3.835 -1.711 1.231
H 3.619 -1.531 -1.469
H -0.105 -3.172 -3.961
H -2.429 -4.283 -3.037
H -3.988 -3.747 -1.077
H -4.221 -2.021 -0.881
H -3.266 -2.934 0.303
H 1.643 1.051 -4.353
H 0.620 3.530 -3.771
H -1.464 4.189 -2.148
H -0.450 4.028 -0.728
H -1.946 3.100 -0.851
H 2.956 -3.140 -2.880
H 3.416 -3.562 -5.499
H 2.629 -2.065 -7.734
H 1.669 -0.612 -7.418
H 0.884 -2.185 -7.528
C -5.028 -0.993 3.501
N -3.628 -1.101 3.081
C -2.677 -1.771 3.967
C -3.206 -0.638 1.895
N -1.992 -0.809 1.440
N -4.167 0.012 1.142
C -4.004 0.634 -0.081
N -5.149 1.031 -0.661
N -2.830 0.824 -0.585
H -5.133 -1.458 4.475
H -5.695 -1.528 2.821
H -5.338 0.049 3.599
H -3.125 -1.868 4.950
H -1.772 -1.173 4.083
H -2.417 -2.768 3.603
H -1.433 -1.358 2.077
H -5.103 -0.012 1.506
H -6.051 0.885 -0.243
H -5.130 1.491 -1.556
H -2.851 1.277 -1.492
C 5.361 2.787 4.062
C 3.983 2.590 3.503
C 2.877 2.465 4.340
C 1.594 2.315 3.841
C 0.450 2.158 4.805
C 1.419 2.261 2.442
Te -0.527 2.065 1.724
C 2.517 2.390 1.570
C 2.405 2.421 0.075
C 3.778 2.549 2.128
H 5.373 2.686 5.146
H 5.731 3.783 3.811
H 6.061 2.066 3.639
H 3.022 2.489 5.414
H 0.781 2.344 5.825
H 0.042 1.144 4.770
H -0.366 2.851 4.586
H 1.530 1.888 -0.288
H 3.288 1.972 -0.379
H 2.341 3.451 -0.286
H 4.630 2.656 1.465
*
```

The calculation puts the energy relative to the best compared isomer or geometry (same formula, charge and spin) at 0.000 eV. For the highest occupied orbital energy (alpha / beta), the calculation gives -13.191 / -13.343 eV. The value obtained for the HOMO-LUMO gap (alpha / beta) is 8.55 / 6.04 eV.

A structure of composition C38H42N6Ru, computed with ωB97M-V/def2-TZVPD.

The geometry in ORCA input format:
```
! wB97M-V def2-TZVPD RIJCOSX def2/J DEFGRID3
* xyz 1 2
Ru 0.411 -0.083 -0.116
C -1.827 1.235 -1.912
N -1.982 0.328 -0.757
C -2.691 -0.889 -1.169
C -2.627 1.057 0.306
C -3.996 1.248 0.364
C -4.543 2.110 1.302
C -3.708 2.816 2.161
C -2.343 2.619 2.129
C -1.779 1.685 1.240
N -0.450 1.376 1.156
C 0.494 1.603 2.148
C 0.222 1.628 3.524
C 1.222 1.915 4.436
C 2.515 2.175 4.003
C 2.820 2.056 2.656
C 1.835 1.738 1.738
N 2.115 1.512 0.335
C 2.091 2.756 -0.443
C 3.364 0.767 0.101
H -2.805 1.574 -2.270
H -1.321 0.712 -2.722
H -1.247 2.110 -1.619
H -3.604 -0.665 -1.731
H -2.955 -1.469 -0.288
H -2.030 -1.473 -1.809
H -4.649 0.744 -0.337
H -5.613 2.263 1.331
H -4.125 3.532 2.856
H -1.695 3.191 2.776
H -0.773 1.373 3.861
H 0.987 1.944 5.492
H 3.284 2.450 4.711
H 3.843 2.201 2.330
H 2.911 3.417 -0.141
H 1.148 3.274 -0.280
H 2.203 2.531 -1.504
H 4.254 1.381 0.274
H 3.380 0.428 -0.935
H 3.398 -0.097 0.763
C 1.583 -6.617 1.829
C 0.805 -6.803 0.555
C 0.692 -8.055 -0.039
C -0.009 -8.232 -1.222
C -0.631 -7.150 -1.822
C -0.552 -5.896 -1.237
C 0.176 -5.719 -0.063
N 0.259 -4.444 0.558
C 0.562 -3.252 -0.028
N 1.008 -3.303 -1.296
C 1.300 -2.267 -2.206
C 0.894 -0.948 -2.002
C 1.201 -0.013 -2.992
C 1.869 -0.374 -4.149
C 2.265 -1.692 -4.325
C 2.002 -2.653 -3.364
C 2.470 -4.074 -3.551
N 0.516 -2.139 0.657
C -0.111 -2.095 1.932
C -1.480 -2.371 2.040
C -2.129 -2.257 3.255
C -1.408 -1.892 4.385
C -0.048 -1.657 4.288
C 0.625 -1.749 3.072
C 2.106 -1.495 3.001
H 2.114 -7.531 2.086
H 0.921 -6.371 2.664
H 2.311 -5.810 1.732
H 1.170 -8.903 0.434
H -0.073 -9.215 -1.669
H -1.192 -7.276 -2.738
H -1.073 -5.058 -1.683
H 0.123 -4.406 1.556
H 1.176 -4.235 -1.641
H 0.899 1.024 -2.868
H 2.093 0.368 -4.906
H 2.800 -1.975 -5.223
H 3.085 -4.150 -4.444
H 1.634 -4.772 -3.664
H 3.077 -4.399 -2.702
H -2.015 -2.681 1.150
H -3.190 -2.461 3.321
H -1.909 -1.798 5.340
H 0.515 -1.401 5.178
H 2.624 -2.051 3.783
H 2.325 -0.435 3.156
H 2.509 -1.797 2.036
*
```

The calculation puts the energy relative to the best compared isomer or geometry (same formula, charge and spin) at 1.239 eV. For the highest occupied orbital energy (alpha / beta), the calculation gives -9.578 / -9.705 eV. The value obtained for the HOMO-LUMO gap (alpha / beta) is 5.56 / 6.40 eV.

A cluster of 2 separate species, C2H3NO2 in total, computed with ωB97M-V/def2-TZVPD.

The geometry in ORCA input format:
```
! wB97M-V def2-TZVPD RIJCOSX def2/J DEFGRID3
* xyz 0 1
C -1.136 0.081 1.227
C 0.083 -0.490 0.827
N -2.129 0.699 1.352
O 0.374 0.386 -1.964
O 0.491 0.904 -0.729
H 0.905 -0.008 1.165
H 0.253 -1.471 0.316
H 1.158 -0.100 -2.194
*
```

The calculation puts the energy relative to the best compared isomer or geometry (same formula, charge and spin) at 6.464 eV. For the highest occupied orbital energy (alpha / beta), the calculation gives -9.494 / -10.721 eV. The value obtained for the HOMO-LUMO gap (alpha / beta) is 8.40 / 9.53 eV.

The molecule C5H5FN2, computed with ωB97M-V/def2-TZVPD.

The geometry in ORCA input format:
```
! wB97M-V def2-TZVPD RIJCOSX def2/J DEFGRID3
* xyz 0 1
C -0.623 -1.174 -0.483
C 0.675 -0.474 -0.434
C 0.699 1.088 -0.342
C -1.640 -0.506 0.079
C 1.133 0.214 0.910
N -0.538 1.701 -0.219
N -1.553 1.086 0.018
F -2.957 -0.914 0.208
H -0.598 -2.235 -0.760
H 1.385 -0.952 -1.132
H 1.519 1.767 -0.754
H 0.322 0.084 1.778
H 2.175 0.316 1.132
*
```

The calculation puts the energy relative to the best compared isomer or geometry (same formula, charge and spin) at 3.442 eV. For the highest occupied orbital energy, the calculation gives -8.925 eV. The value obtained for the HOMO-LUMO gap is 9.34 eV. Its SMILES is FC1=C[C@@H]2C[C@@H]2N=N1.

Number 1: calculated total energy -3483.06806 hartree. Number 2: calculated total energy -287.70039 hartree. Number 3: calculated total energy -5222.97877 hartree. Number 4: calculated total energy -3886.26926 hartree. Number 5: calculated total energy -686.29348 hartree. Number 6: calculated total energy -4059.50982 hartree. Number 7: calculated total energy -1896.42958 hartree. Number 8: calculated total energy -283.02046 hartree. Number 9: calculated total energy -402.76103 hartree.